Version one
DFT (wB97M-V/def2-TZVPD) results for a molecular structure, C32H28N7S3Ti.

## Properties
- Gap between HOMO and LUMO (spin up / spin down): 4.80 / 6.40 eV
- E_HOMO (spin up / spin down): -3.076 / -4.734 eV
- E_LUMO (spin up / spin down): 1.722 / 1.664 eV
- M: 654.7 g/mol
- Expectation value of S²: 2.0191

Structure (ORCA input):
```
! RIJCOSX wB97M-V def2-TZVPD def2/J DEFGRID3
* xyz -1 3
Ti 0.3613 -0.5573 0.6556
N 4.2581 -0.3879 -1.5967
C 3.1592 -0.1794 -0.7790
S 2.7114 -1.4543 0.3138
N 2.5651 0.9660 -0.8599
N 1.5195 1.0562 0.0452
C 1.2789 2.2591 0.5710
C 1.9583 3.4935 0.1057
C 2.6988 4.2659 0.9989
C 3.3340 5.4272 0.5820
C 3.2387 5.8347 -0.7399
C 2.5090 5.0683 -1.6404
C 1.8805 3.9068 -1.2235
C 0.4118 2.2639 1.6952
C -0.0499 3.4365 2.3392
C -0.7887 3.3375 3.4847
C -1.0896 2.0648 4.0063
C -0.6791 0.9626 3.2973
N 0.0389 1.0224 2.1650
H 4.3957 -1.3529 -1.8479
H 4.3033 0.2569 -2.3716
H 2.7811 3.9410 2.0291
H 3.9094 6.0106 1.2906
H 3.7329 6.7407 -1.0689
H 2.4302 5.3779 -2.6755
H 1.3167 3.3108 -1.9263
H 0.1873 4.3987 1.9080
H -1.1447 4.2313 3.9824
H -1.6669 1.9410 4.9112
H -0.9469 -0.0324 3.6271
S -2.6877 -0.8870 1.5126
C -2.5090 0.1029 0.1624
N -1.3550 0.4170 -0.3879
C -1.4920 1.0969 -1.5836
C -0.4627 1.4171 -2.4675
C -0.7717 2.0925 -3.6361
C -2.0850 2.4455 -3.9448
C -3.1206 2.1009 -3.0907
C -2.8165 1.4177 -1.9224
S -3.8854 0.7755 -0.7099
H 0.5528 1.1186 -2.2429
H 0.0246 2.3426 -4.3271
H -2.3012 2.9757 -4.8638
H -4.1465 2.3459 -3.3359
C -2.3754 -4.8731 -1.4228
C -1.8138 -3.7028 -2.2421
C -2.9730 -2.8176 -2.7251
C -1.0413 -4.2467 -3.4507
C -0.9305 -2.8846 -1.3955
C -0.3015 -2.0879 -0.7205
H -3.0614 -5.4719 -2.0298
H -2.9190 -4.4954 -0.5550
H -1.5667 -5.5170 -1.0728
H -3.6538 -3.3881 -3.3653
H -2.5886 -1.9663 -3.2890
H -3.5317 -2.4281 -1.8723
H -1.6973 -4.8482 -4.0870
H -0.2059 -4.8662 -3.1206
H -0.6392 -3.4228 -4.0419
N 0.9080 -5.7052 6.2317
C 0.8192 -4.9193 5.3985
C 0.7083 -3.9359 4.3550
C 1.4348 -2.7516 4.4262
C 1.2958 -1.8384 3.3987
N 0.4932 -2.0473 2.3535
C -0.2050 -3.1843 2.2829
C -0.1241 -4.1567 3.2644
H 2.0935 -2.5488 5.2578
H 1.8446 -0.9052 3.3973
H -0.8283 -3.2953 1.4040
H -0.6994 -5.0671 3.1794
*
```



Version two
DFT (wB97M-V/def2-TZVPD) results for a molecular structure, C32H28N7S3Ti.

## Properties
- Gap between HOMO and LUMO (spin up / spin down): 4.96 / 6.36 eV
- E_HOMO (spin up / spin down): -3.173 / -4.673 eV
- E_LUMO (spin up / spin down): 1.792 / 1.691 eV
- M: 654.7 g/mol
- Expectation value of S²: 2.0187

Structure (ORCA input):
```
! RIJCOSX wB97M-V def2-TZVPD def2/J DEFGRID3
* xyz -1 3
Ti 0.6481 0.6748 -0.4696
N -2.5497 2.0574 -3.1784
C -1.6780 1.8585 -2.1209
S 0.0254 2.0819 -2.4229
N -2.1857 1.5655 -0.9688
N -1.2002 1.4357 0.0016
C -1.4700 1.8999 1.2238
C -2.8263 2.2968 1.6520
C -3.0636 3.5379 2.2402
C -4.3386 3.8974 2.6537
C -5.3990 3.0204 2.4833
C -5.1750 1.7834 1.8904
C -3.9039 1.4271 1.4747
C -0.3328 2.0192 2.0637
C -0.3771 2.3409 3.4394
C 0.7869 2.4583 4.1479
C 2.0157 2.2413 3.5002
C 1.9940 1.8791 2.1745
N 0.8701 1.7629 1.4508
H -2.1522 1.8274 -4.0742
H -3.4650 1.6650 -3.0159
H -2.2391 4.2302 2.3594
H -4.5036 4.8692 3.1030
H -6.3949 3.2993 2.8046
H -5.9981 1.0935 1.7499
H -3.7292 0.4698 1.0028
H -1.3368 2.4751 3.9180
H 0.7585 2.6982 5.2038
H 2.9573 2.3054 4.0261
H 2.9114 1.6248 1.6608
S 3.6526 -0.9902 1.1504
C 2.0764 -1.5089 1.4684
N 0.9355 -1.0550 0.9766
C -0.1574 -1.8145 1.3870
C -1.4765 -1.6522 0.9616
C -2.4558 -2.4943 1.4583
C -2.1489 -3.5066 2.3677
C -0.8403 -3.6960 2.7795
C 0.1425 -2.8526 2.2794
S 1.8549 -2.8868 2.5482
H -1.7258 -0.8935 0.2334
H -3.4783 -2.3679 1.1233
H -2.9313 -4.1540 2.7432
H -0.5837 -4.4907 3.4689
C 1.8529 -3.9946 -3.0339
C 0.4149 -3.4940 -2.8434
C -0.3161 -4.4105 -1.8521
C -0.3152 -3.5041 -4.1927
C 0.4431 -2.1328 -2.2859
C 0.4298 -1.0557 -1.7170
H 1.8509 -5.0153 -3.4272
H 2.3869 -3.9867 -2.0828
H 2.3914 -3.3533 -3.7341
H -0.3521 -5.4352 -2.2345
H -1.3358 -4.0589 -1.6882
H 0.1931 -4.4112 -0.8870
H -0.3422 -4.5166 -4.6062
H 0.1891 -2.8484 -4.9039
H -1.3393 -3.1484 -4.0722
N 7.4014 2.8878 -3.0217
C 6.3834 2.5593 -2.6028
C 5.1074 2.1476 -2.0784
C 4.3011 3.0547 -1.3979
C 3.0818 2.6170 -0.9226
N 2.6562 1.3636 -1.0800
C 3.4294 0.4911 -1.7325
C 4.6604 0.8441 -2.2547
H 4.6128 4.0781 -1.2484
H 2.4094 3.2843 -0.3987
H 3.0327 -0.5094 -1.8421
H 5.2601 0.1145 -2.7786
*
```



Which is most stable, and by how much? version one, by 2.0 kcal/mol.



Version one
DFT (wB97M-V/def2-TZVPD) results for a single C2H6IOP molecule.

## Properties
- Gap between HOMO and LUMO: 10.16 eV
- E_HOMO: -10.018 eV
- E_LUMO: 0.138 eV
- M: 203.9 g/mol
- SMILES string: CC[P@H](=O)I

Structure (ORCA input):
```
! RIJCOSX wB97M-V def2-TZVPD def2/J DEFGRID3
* xyz 0 1
C 1.0063 0.7127 0.7486
C 0.5110 -0.1363 -0.4398
O -1.5178 -1.3682 -1.6306
P -1.1771 -0.7285 -0.3912
I -2.5041 1.2775 -0.0962
H 2.0567 0.6251 0.7842
H 0.5777 1.6404 0.5722
H 0.6531 0.1366 1.5486
H 1.2391 -1.0532 -0.5488
H 0.4983 0.4284 -1.4646
H -1.3432 -1.5345 0.9175
*
```



Version two
DFT (wB97M-V/def2-TZVPD) results for a single C2H6IOP molecule.

## Properties
- Gap between HOMO and LUMO: 9.26 eV
- E_HOMO: -9.324 eV
- E_LUMO: -0.064 eV
- M: 203.9 g/mol
- SMILES string: CCOPI

Structure (ORCA input):
```
! RIJCOSX wB97M-V def2-TZVPD def2/J DEFGRID3
* xyz 0 1
C 0.5644 -0.9656 -0.8334
C -0.5777 -0.7049 0.1191
O -0.1895 0.0002 1.2618
P 0.6746 1.6373 1.0214
I -0.8925 2.5323 -0.6208
H 1.1449 -0.0029 -1.0341
H 1.4902 -1.6137 -0.4643
H 0.0811 -1.4569 -1.6960
H -1.0470 -1.5878 0.6152
H -1.2405 -0.0838 -0.3842
H -0.0081 2.2458 2.0152
*
```



Which is most stable, and by how much? version one, by 25.7 kcal/mol.



Version one
DFT (wB97M-V/def2-TZVPD) results for 2 unconnected molecules or ions with the total composition H5N2OP.

## Properties
- Gap between HOMO and LUMO: 10.63 eV
- E_HOMO: -10.030 eV
- E_LUMO: 0.597 eV
- M: 80.0 g/mol

Structure (ORCA input):
```
! RIJCOSX wB97M-V def2-TZVPD def2/J DEFGRID3
* xyz 0 1
N -1.2603 0.5216 0.2616
N 1.1274 -1.4486 0.2586
O 1.8351 1.0095 0.1542
P 1.0436 -0.0681 -0.4075
H -0.9784 -0.0853 1.0507
H -0.8280 1.5205 0.3729
H -2.3129 0.5672 0.2881
H 0.5714 -2.1350 -0.2210
H 0.8019 0.1183 -1.7576
*
```



Version two
DFT (wB97M-V/def2-TZVPD) results for 2 unconnected molecules or ions with the total composition H5N2OP.

## Properties
- Gap between HOMO and LUMO (spin up / spin down): 8.63 / 8.05 eV
- E_HOMO (spin up / spin down): -9.489 / -8.392 eV
- E_LUMO (spin up / spin down): -0.859 / -0.339 eV
- M: 80.0 g/mol

Structure (ORCA input):
```
! RIJCOSX wB97M-V def2-TZVPD def2/J DEFGRID3
* xyz 0 1
N 0.2373 2.4013 -0.9692
N -1.6225 -2.0075 0.9064
O 1.2318 1.6488 -0.5960
P 1.8893 0.3711 -1.1391
H -0.5452 -1.9110 0.7520
H 0.3215 3.2773 -0.3300
H -2.0530 -1.0887 0.8166
H -1.9550 -2.7986 0.3403
H 2.4958 0.1073 0.2190
*
```



Which is most stable, and by how much? version one, by 97.0 kcal/mol.



Version one
DFT (wB97M-V/def2-TZVPD) results for 2 unconnected molecules or ions with the total composition C2H4NO2.

## Properties
- Gap between HOMO and LUMO: 7.56 eV
- E_HOMO: -3.665 eV
- E_LUMO: 3.898 eV
- M: 74.1 g/mol

Structure (ORCA input):
```
! RIJCOSX wB97M-V def2-TZVPD def2/J DEFGRID3
* xyz -1 1
O 1.7347 -0.1903 1.2036
C 1.7468 0.1832 -0.0303
N 1.0052 -0.0817 -1.1042
C -1.7921 0.0111 0.3577
O -2.9202 0.2143 -0.2938
H 2.6175 0.8681 -0.3000
H 0.2506 -0.7573 -0.9902
H -1.6033 -1.0496 0.8244
H -1.0391 0.8022 0.3329
*
```



Version two
DFT (wB97M-V/def2-TZVPD) results for 2 unconnected molecules or ions with the total composition C2H4NO2.

## Properties
- Gap between HOMO and LUMO: 7.85 eV
- E_HOMO: -3.656 eV
- E_LUMO: 4.199 eV
- M: 74.1 g/mol

Structure (ORCA input):
```
! RIJCOSX wB97M-V def2-TZVPD def2/J DEFGRID3
* xyz -1 1
O 0.3841 0.1988 1.8977
C -0.8108 0.0889 1.4190
N -1.2289 0.2991 0.1940
C 0.9187 -0.3472 -1.3943
O 0.8099 -0.7743 -2.5171
H -1.6251 -0.1059 2.2733
H -0.4729 0.8103 -0.2424
H 1.2355 0.6948 -1.2064
H 0.7896 -0.8644 -0.4238
*
```



Version three
DFT (wB97M-V/def2-TZVPD) results for a molecular structure, C2H4NO2.

## Properties
- Gap between HOMO and LUMO: 5.56 eV
- E_HOMO: -2.687 eV
- E_LUMO: 2.872 eV
- M: 74.1 g/mol

Structure (ORCA input):
```
! RIJCOSX wB97M-V def2-TZVPD def2/J DEFGRID3
* xyz -1 1
C -0.0391 0.2206 0.1556
N -0.9714 1.0155 0.6498
C -1.9252 0.5166 -0.2689
O 2.8951 -1.0856 0.5051
O -1.9482 0.6260 -1.4627
H 0.3599 -0.5997 0.7755
H 3.7161 -0.9836 0.1405
H 0.5776 0.4989 -0.7437
H -2.6648 -0.2086 0.2488
*
```



Which is most stable, and by how much? version two, by 7.1 kcal/mol.



Version one
DFT (wB97M-V/def2-TZVPD) results for a gas-phase ion, C2H4NO2 (charge -1).

## Properties
- Gap between HOMO and LUMO: 7.79 eV
- E_HOMO: -3.299 eV
- E_LUMO: 4.490 eV
- M: 74.1 g/mol
- SMILES string: O=CNC[O-]

Structure (ORCA input):
```
! RIJCOSX wB97M-V def2-TZVPD def2/J DEFGRID3
* xyz -1 1
O -0.3215 1.5289 1.8820
C -0.3717 0.9684 0.7557
N 0.2658 -0.0664 0.3144
C 0.4797 -0.6529 -1.1756
O -0.1424 -1.7899 -1.5919
H -0.7975 1.7529 -0.0248
H 0.2721 -0.8035 0.9768
H 0.1213 0.3303 -1.6272
H 1.6068 -0.6192 -1.3273
*
```



Version two
DFT (wB97M-V/def2-TZVPD) results for a molecular structure, C2H4NO2.

## Properties
- Gap between HOMO and LUMO: 6.80 eV
- E_HOMO: -2.156 eV
- E_LUMO: 4.649 eV
- M: 74.1 g/mol

Structure (ORCA input):
```
! RIJCOSX wB97M-V def2-TZVPD def2/J DEFGRID3
* xyz -1 1
C -0.2810 0.4883 0.7360
C -0.3237 0.0769 -0.6600
N -1.2949 -0.4300 0.0917
O -2.6126 -0.2757 0.1143
O 0.9240 -1.2171 -1.0828
H 0.5610 0.0154 1.2470
H -0.5740 1.3959 1.0155
H 0.0407 0.7276 -1.4473
H 0.8274 -2.1403 -0.8209
*
```



Which is most stable, and by how much? version one, by 104.3 kcal/mol.



Version one
DFT (wB97M-V/def2-TZVPD) results for a single C2H4O2 molecule.

## Properties
- Gap between HOMO and LUMO: 11.05 eV
- E_HOMO: -10.204 eV
- E_LUMO: 0.843 eV
- M: 60.1 g/mol
- SMILES string: O=CCO

Structure (ORCA input):
```
! RIJCOSX wB97M-V def2-TZVPD def2/J DEFGRID3
* xyz 0 1
C -0.4619 0.4187 -0.0702
C 0.9184 0.1111 -0.0966
H -0.6816 -1.6085 -0.1546
H -0.5037 0.7370 1.1197
H -0.8096 1.3160 -0.5474
H 1.7113 0.8629 -0.1795
O -1.2565 -0.8010 -0.0659
O 1.0834 -1.0363 -0.0054
*
```



Version two
DFT (wB97M-V/def2-TZVPD) results for a single C2H4O2 molecule.

## Properties
- Gap between HOMO and LUMO: 9.06 eV
- E_HOMO: -8.617 eV
- E_LUMO: 0.442 eV
- M: 60.1 g/mol
- SMILES string: O=CCO

Structure (ORCA input):
```
! RIJCOSX wB97M-V def2-TZVPD def2/J DEFGRID3
* xyz 0 1
O -1.3662 0.2770 -0.1726
C -0.3340 -0.6124 -0.0254
C 1.1390 0.5225 -0.0164
O 0.7997 1.6353 0.2648
H -1.0043 1.1212 0.1676
H -0.2857 -1.1193 0.9611
H -0.3803 -1.3918 -0.8216
H 1.4319 -0.4325 -0.3575
*
```



Version three
DFT (wB97M-V/def2-TZVPD) results for a single C2H4O2 molecule.

## Properties
- Gap between HOMO and LUMO: 11.88 eV
- E_HOMO: -10.888 eV
- E_LUMO: 0.990 eV
- M: 60.1 g/mol
- SMILES string: COC=O

Structure (ORCA input):
```
! RIJCOSX wB97M-V def2-TZVPD def2/J DEFGRID3
* xyz 0 1
C 0.5091 0.7522 0.5231
C -0.4972 -0.8978 -0.6607
H 0.3609 0.3635 1.5848
H 1.4576 1.0429 0.4925
H -0.4850 1.3726 0.1972
H -0.4139 -1.6075 -1.7004
O 0.6935 -0.3738 -0.1944
O -1.6250 -0.6521 -0.2421
*
```



Which is most stable, and by how much? version three, by 2.2 kcal/mol.